145
Properties=species:S:1:pos:R:3:forces:R:3:lowdin_charge:R:1 method="wB97M-V/def2-TZVPD" lumo_energy_ev=-2.98 gap_ev=8.165 e_tot_ev=-1695673.3742 charge=+1
C 0.4448 -6.7087 0.3717 -0.004 -0.332 -0.043 -0.137
C 1.8158 -6.9135 -0.3051 -0.788 -0.032 -0.160 -0.675
Br 2.0791 -8.8509 -0.4287 0.310 0.037 0.216 0.781
C 1.8312 -6.3821 -1.7581 -0.539 0.024 -0.134 -0.162
N 2.5383 -5.1001 -1.9227 0.186 -0.068 -0.040 0.050
C 1.7718 -3.9392 -1.4261 -0.447 -0.039 0.379 -0.145
C 0.7271 -3.4507 -2.4298 -0.336 -0.319 0.452 -0.212
C 0.0411 -2.1422 -1.9869 -0.099 -0.218 -0.632 -0.159
C -1.3401 -2.3507 -1.3509 0.016 0.444 0.367 -0.066
C -1.4107 -2.1718 0.1734 0.496 0.192 -1.436 -0.471
F -2.4014 -2.9496 0.6268 -0.110 -0.174 0.667 0.134
F -0.2366 -2.5495 0.7340 0.053 -0.146 0.377 0.107
C -1.7474 -0.6842 0.4860 -0.478 -0.232 0.736 -0.445
F -1.0893 0.1399 -0.3180 0.699 0.055 -0.142 0.147
F -3.0381 -0.5638 0.1907 -0.538 0.206 -0.098 0.105
S -1.5139 -0.0714 2.2855 -0.491 0.372 -0.151 0.764
F 0.0590 -0.2264 2.1259 0.038 -0.170 0.021 -0.133
F -1.4119 1.4267 1.7706 0.051 -0.005 0.001 -0.140
F -3.0730 0.1273 2.4782 -0.006 -0.091 0.029 -0.126
F -1.6491 -1.5523 2.8295 0.216 -0.061 0.001 -0.117
F -1.3035 0.4373 3.7571 0.231 -0.090 -0.013 -0.135
C 3.7006 -4.9821 -2.5086 -0.452 0.152 0.303 -0.287
N 4.3230 -6.1189 -3.0082 0.191 0.144 0.405 0.149
C 5.3908 -6.8070 -2.2809 0.203 -0.576 0.214 -0.367
C 5.2030 -6.9238 -0.7903 0.351 -0.143 0.014 -0.016
F 5.4205 -8.0882 -2.8085 -0.050 0.054 -0.076 0.013
N 4.2012 -3.6943 -2.6612 0.643 -0.778 -0.274 -0.102
C 3.6502 -2.9407 -3.8235 -0.341 0.737 0.738 -0.014
C 5.6710 -3.5265 -2.6343 1.068 0.690 -2.105 -0.429
C 6.3688 -4.0293 -3.9188 0.113 0.321 -0.141 -0.005
F 6.3527 -4.0121 -1.5494 0.168 -1.105 -0.989 -0.134
H -0.1696 -7.5962 0.2219 -0.049 0.089 -0.061 0.056
H -0.1128 -5.8798 -0.0672 0.136 0.186 0.215 0.065
H 0.5429 -6.5873 1.4491 0.021 0.166 -0.046 0.088
H 2.5963 -6.4741 0.3113 0.235 -0.194 -0.204 0.086
H 0.7909 -6.1704 -2.0150 0.060 -0.013 -0.120 0.123
H 2.1710 -7.1250 -2.4704 0.443 0.177 0.060 0.101
H 2.4282 -3.1659 -1.0413 0.140 -0.010 -0.397 0.050
H 1.2129 -4.3099 -0.5654 0.215 0.080 0.134 0.111
H -0.0552 -4.2157 -2.4579 0.068 -0.012 -0.258 0.082
H 1.0940 -3.3761 -3.4505 0.200 0.097 0.135 0.036
H -0.1296 -1.5833 -2.9083 0.097 0.151 0.133 0.066
H 0.7019 -1.5396 -1.3619 -0.050 0.005 0.020 0.123
H -1.7444 -3.3428 -1.5563 0.056 0.007 -0.026 0.134
H -2.0430 -1.6291 -1.7689 -0.099 -0.206 -0.093 0.084
H 4.5841 -5.9809 -3.9772 0.199 0.073 0.085 0.138
H 6.3787 -6.3970 -2.4990 -0.180 0.215 -0.192 0.132
H 4.4876 -7.7157 -0.5847 -0.199 0.197 0.065 0.021
H 6.1584 -7.2627 -0.3862 -0.032 0.028 0.002 0.104
H 4.9722 -5.9807 -0.2955 -0.151 -0.043 -0.101 0.032
H 3.2551 -3.5950 -4.6001 0.071 0.000 -0.008 0.110
H 2.8717 -2.2631 -3.4759 -0.068 -0.122 -0.129 0.055
H 4.4293 -2.2999 -4.2302 0.066 -0.193 -0.110 0.105
H 5.8333 -2.4451 -2.6202 -0.362 -0.016 0.325 0.133
H 5.6718 -4.4661 -4.6319 0.080 -0.098 0.013 0.073
H 7.1847 -4.7180 -3.7080 -0.107 -0.057 0.084 0.086
H 6.8115 -3.1731 -4.4307 0.102 -0.075 0.044 0.079
Br 10.7885 -3.6994 -2.7432 0.006 0.040 -0.027 0.607
C 10.4725 -2.2455 -1.4890 0.005 -0.231 0.001 -0.685
C 9.0547 -1.7537 -1.5712 -0.042 0.370 -0.009 -0.686
Br 8.7720 -0.6365 -3.1510 -0.122 -0.206 0.052 0.608
H 11.1989 -1.4709 -1.7110 -0.019 0.019 -0.004 0.054
H 10.6713 -2.6613 -0.5039 -0.029 0.018 0.013 0.062
H 8.8187 -1.1088 -0.7270 0.039 -0.024 0.028 0.048
H 8.3348 -2.5633 -1.6168 0.032 -0.036 0.011 0.020
Br 6.2629 -0.3297 1.5896 -0.181 -0.115 -0.049 0.585
C 4.8741 -1.5051 2.3035 0.334 0.240 0.349 -0.752
C 5.1471 -2.9406 1.9700 -0.167 -0.015 0.103 -0.615
Br 4.6863 -3.2394 0.1144 -0.873 0.511 1.685 0.981
H 3.9246 -1.1534 1.9159 -0.001 -0.019 -0.015 0.014
H 4.9033 -1.3487 3.3798 0.023 -0.065 0.009 0.022
H 4.5246 -3.6158 2.5533 -0.057 0.093 0.036 0.069
H 6.1904 -3.2100 2.1053 0.015 0.021 -0.068 0.051
Br 2.0794 2.2824 6.6756 0.050 0.109 0.022 0.616
C 2.2474 3.2975 5.0227 -0.168 -0.067 0.196 -0.684
C 2.0680 2.3964 3.8356 -0.041 0.005 -0.196 -0.688
Br 3.6252 1.2812 3.5049 -0.025 0.134 0.056 0.695
H 3.2080 3.8009 5.0537 0.024 -0.039 -0.077 0.057
H 1.4489 4.0361 5.0362 0.005 -0.008 -0.033 0.015
H 1.9262 2.9731 2.9243 0.013 0.054 0.036 0.067
H 1.2295 1.7206 3.9712 -0.029 0.036 -0.006 0.026
Br -1.7942 3.7054 4.6536 0.118 -0.013 -0.022 0.634
C -1.2505 5.2262 5.7431 -0.146 -0.134 0.071 -0.673
C -1.4812 6.5300 5.0353 0.140 0.163 -0.047 -0.713
Br -0.1366 6.8426 3.6624 -0.036 -0.048 -0.032 0.599
H -0.2081 5.0688 6.0012 -0.009 0.025 0.052 0.029
H -1.8566 5.1656 6.6442 -0.021 0.032 -0.013 0.065
H -1.3855 7.3609 5.7309 0.009 -0.021 0.020 0.065
H -2.4503 6.5753 4.5444 0.243 0.047 0.109 -0.078
Br 7.9296 -1.9446 4.8079 0.046 -0.051 -0.024 0.607
C 8.5554 -0.3276 5.6930 -0.140 -0.049 0.048 -0.678
C 8.2020 0.9126 4.9173 0.112 0.113 -0.076 -0.691
Br 9.3592 1.1593 3.3743 -0.038 -0.037 -0.014 0.593
H 9.6255 -0.4417 5.8304 0.006 0.005 -0.021 0.052
H 8.0621 -0.3252 6.6621 -0.019 0.038 -0.011 0.060
H 8.3537 1.7965 5.5326 -0.002 -0.026 0.038 0.061
H 7.1812 0.8992 4.5459 -0.005 -0.026 0.007 0.028
Br -4.9797 -1.1070 -2.4787 0.050 0.001 -0.058 0.634
C -5.5622 0.3886 -1.3725 -0.005 -0.117 0.064 -0.685
C -6.9152 0.8877 -1.7963 -0.026 0.217 -0.057 -0.733
Br -6.8184 1.9319 -3.4342 0.028 -0.056 -0.038 0.643
H -4.7918 1.1494 -1.4447 -0.018 0.021 -0.015 0.054
H -5.6001 0.0031 -0.3561 -0.046 -0.022 -0.013 0.049
H -7.3241 1.5590 -1.0448 0.006 -0.027 0.026 0.053
H -7.6214 0.0861 -1.9807 0.004 -0.016 0.042 0.002
Br -4.7680 6.2008 3.7285 -0.265 -0.103 -0.046 0.691
C -5.7780 7.7407 3.1004 0.015 -0.100 -0.031 -0.676
C -4.9242 8.6428 2.2516 -0.037 0.171 0.001 -0.680
Br -3.6854 9.6857 3.3348 0.064 -0.084 -0.030 0.642
H -6.1706 8.2383 3.9824 -0.016 0.035 -0.024 0.028
H -6.6027 7.3364 2.5180 0.016 0.015 -0.033 0.063
H -5.5471 9.3697 1.7357 -0.013 0.007 0.033 0.009
H -4.3220 8.1004 1.5298 -0.011 -0.050 0.025 0.054
Br -6.2521 5.9135 -5.1426 -0.007 -0.055 0.067 0.595
C -8.0951 5.4686 -4.7086 0.070 0.034 -0.172 -0.708
C -8.7779 6.5747 -3.9501 -0.063 -0.056 0.145 -0.696
Br -8.2063 6.6281 -2.0920 0.035 0.046 -0.004 0.594
H -8.0695 4.5379 -4.1506 -0.025 0.014 0.030 -0.010
H -8.5857 5.3065 -5.6658 -0.032 0.030 0.014 0.060
H -9.8515 6.4040 -3.9177 0.004 -0.026 -0.022 0.058
H -8.5773 7.5551 -4.3694 0.014 -0.011 -0.024 0.050
Br 1.0876 -0.7426 -5.4710 0.033 -0.065 0.010 0.679
C 0.1044 -1.6301 -6.8977 0.030 0.125 0.002 -0.666
C -1.2140 -2.1783 -6.4268 -0.070 -0.157 -0.047 -0.658
Br -0.9955 -3.8114 -5.3848 -0.055 0.082 -0.061 0.681
H 0.7580 -2.4014 -7.2916 -0.031 -0.015 -0.026 0.052
H -0.0549 -0.8658 -7.6545 -0.025 0.006 0.011 0.065
H -1.8241 -2.4621 -7.2810 0.008 -0.002 -0.005 0.065
H -1.7662 -1.4838 -5.8019 0.026 0.038 -0.013 0.056
Br -8.8547 -0.5525 1.0975 -0.027 0.045 0.002 0.626
C -10.5867 -1.1392 0.4281 0.128 -0.093 0.065 -0.683
C -10.5831 -1.2928 -1.0690 -0.127 0.102 -0.095 -0.687
Br -10.6567 0.4276 -1.9724 0.079 -0.010 -0.006 0.639
H -11.3164 -0.4132 0.7709 -0.006 0.009 -0.024 0.052
H -10.7715 -2.0975 0.9078 0.004 -0.012 -0.024 0.060
H -11.4687 -1.8308 -1.3989 -0.010 -0.011 0.046 0.059
H -9.6949 -1.8013 -1.4308 -0.002 -0.030 0.027 0.049
Br -8.0486 10.9265 2.0424 -0.072 0.003 0.023 0.635
C -7.6602 12.2081 3.4556 0.085 -0.018 -0.117 -0.674
C -6.8720 11.5789 4.5724 -0.128 0.001 0.166 -0.698
Br -7.9825 10.4446 5.6967 0.029 -0.066 -0.052 0.614
H -8.6140 12.6050 3.7876 -0.001 -0.013 0.018 0.051
H -7.0814 12.9971 2.9812 0.026 -0.012 0.013 0.061
H -6.4718 12.3425 5.2353 -0.002 0.029 -0.034 0.063
H -6.0657 10.9523 4.2081 0.071 0.070 -0.018 -0.024